Record 1
Here is a structure of composition C16H6BrCl5Pb in a non-equilibrium geometry from the Open Molecules 2025 dataset. Energies are from the ωB97M-V functional and the def2-TZVPD basis.

Structure (ORCA input):
```
! wB97M-V def2-TZVPD RIJCOSX def2/J DEFGRID3
* xyz 2 1
Pb 0.8697 -2.5039 -0.7150
Br 2.6157 -0.6090 -1.8788
C 1.2877 0.7809 -2.1303
C 1.7238 2.0212 -2.5408
C 0.7977 3.0541 -2.7031
C -0.5350 2.8278 -2.4442
C -1.0164 1.5531 -2.0913
C -2.3853 1.2999 -1.8694
C -2.8457 0.0631 -1.4995
C -1.9442 -1.0130 -1.4389
C -0.6058 -0.7566 -1.5156
C -0.0739 0.4753 -1.9145
H 2.7721 2.1977 -2.7279
H 1.1327 4.0301 -3.0216
H -1.2347 3.6519 -2.4745
H -3.0925 2.0961 -2.0636
H -3.8903 -0.1278 -1.3057
H -2.3321 -2.0056 -1.2743
Cl 0.0533 -4.2656 1.6204
C 0.5058 -2.7852 2.3695
C 0.8580 -1.7257 1.5319
C 1.1506 -0.5052 2.1479
Cl 1.5567 0.8535 1.2089
C 1.0966 -0.3407 3.5498
Cl 1.4595 1.1611 4.2631
C 0.7815 -1.4410 4.3635
Cl 0.7949 -1.2926 6.0546
C 0.4620 -2.6824 3.7687
Cl 0.0383 -4.0127 4.7305
*
```

LUMO energy (alpha / beta) (eV): -10.5488 / -9.8408
HOMO level (alpha / beta) (eV): -15.27 / -15.10
HOMO-LUMO gap (alpha / beta) (eV): 4.719 / 5.259

=====

Record 2
Here is a structure of composition C16H38N4O2PPdS2 in a non-equilibrium geometry from the Open Molecules 2025 dataset. Energies are from the ωB97M-V functional and the def2-TZVPD basis.

Structure (ORCA input):
```
! wB97M-V def2-TZVPD RIJCOSX def2/J DEFGRID3
* xyz 3 1
Pd -2.0587 -0.3592 -0.3277
C -2.3072 2.1677 1.4023
C -2.7457 0.9949 2.2780
N -2.3916 -0.3508 1.6967
C -3.2983 -1.4972 2.0700
C -3.7758 -2.2238 0.8244
N -2.6372 -2.4103 -0.1228
C -3.0793 -3.0276 -1.4074
C -3.6734 -2.0206 -2.3912
C -2.6393 -1.2285 -3.1794
N -1.7836 -0.3056 -2.3554
C -1.8977 1.1486 -2.7002
C -3.2000 1.7009 -2.1905
N -3.3216 1.3574 -0.7374
C -3.2375 2.4773 0.2417
H -1.2828 2.0070 1.0448
H -2.2716 3.0559 2.0364
H -3.8180 1.0181 2.4739
H -2.2423 1.0722 3.2422
H -1.4972 -0.5873 2.1168
H -4.1403 -1.1364 2.6577
H -2.7342 -2.1797 2.7071
H -4.5449 -1.6494 0.3081
H -4.2140 -3.1886 1.0920
H -1.9583 -3.0330 0.3083
H -3.8184 -3.7976 -1.1766
H -2.2190 -3.5273 -1.8533
H -4.3914 -1.3611 -1.8952
H -4.2574 -2.5817 -3.1234
H -3.1223 -0.6423 -3.9614
H -1.9709 -1.9310 -3.6784
H -0.8237 -0.5651 -2.5658
H -1.7312 1.2866 -3.7705
H -1.0824 1.6580 -2.1780
H -4.0496 1.2740 -2.7248
H -3.2414 2.7792 -2.3381
H -4.2359 0.9321 -0.6275
H -4.2374 2.6657 0.6375
H -2.9236 3.3837 -0.2741
C 5.8287 -1.5098 -0.4896
C 5.0605 -2.1472 0.6307
C 5.5326 -1.8555 2.0219
O 3.5608 -1.6504 0.5292
P 3.0445 -0.2608 0.2386
S 2.4070 0.2383 -1.6255
S 1.0099 -0.2214 -0.0031
O 3.7562 0.8102 1.0456
C 3.7772 2.3417 0.8541
C 3.7396 2.9071 2.2452
C 5.0169 2.6501 0.0632
H 6.8321 -1.9391 -0.4945
H 5.9441 -0.4336 -0.3370
H 5.3833 -1.7176 -1.4621
H 4.8772 -3.2040 0.4620
H 5.6656 -0.7870 2.1880
H 6.5041 -2.3378 2.1467
H 4.8608 -2.2714 2.7700
H 2.8660 2.5558 0.2941
H 4.6331 2.6280 2.8020
H 2.8558 2.5810 2.7911
H 3.7139 3.9950 2.1706
H 5.9097 2.3385 0.6047
H 5.0723 3.7298 -0.0817
H 5.0033 2.1854 -0.9233
*
```

LUMO energy (eV): -9.5602
HOMO level (eV): -17.94
HOMO-LUMO gap (eV): 8.376
Relative energy (zero: lowest compared OMol25 entry of this formula, charge and spin) (kcal per mole): 0.00

=====

Record 3
Here is a cluster of 9 separate species, C31H54O27 in total in a non-equilibrium geometry from the Open Molecules 2025 dataset. Energies are from the ωB97M-V functional and the def2-TZVPD basis.

Structure (ORCA input):
```
! wB97M-V def2-TZVPD RIJCOSX def2/J DEFGRID3
* xyz 0 1
C 2.8216 -1.1343 -7.5462
C 4.2210 -0.6791 -7.8863
C 5.1313 -1.8619 -8.1643
O 5.7125 -1.7260 -9.3401
C 5.0198 -0.8693 -10.0711
O 5.1682 -0.6845 -11.3069
O 4.1802 -0.1824 -9.2568
H 2.5657 -2.0523 -8.0751
H 2.0788 -0.3754 -7.7923
H 2.7292 -1.3661 -6.4852
H 4.6241 0.1207 -7.2650
H 4.6243 -2.8243 -8.0955
H 5.9064 -1.9651 -7.4049
C -5.9625 2.5226 -3.0716
C -7.4496 2.6744 -3.2693
C -7.8133 3.4110 -4.5476
O -8.6905 2.5641 -5.2204
C -8.7758 1.3917 -4.6308
O -9.5191 0.5006 -5.0674
O -7.9785 1.3260 -3.5237
H -5.5623 3.2442 -2.3594
H -5.4025 2.5617 -4.0059
H -5.6131 1.5845 -2.6404
H -7.9909 3.1228 -2.4362
H -6.8861 3.7266 -5.0258
H -8.3910 4.2500 -4.1598
C 2.2019 -5.9120 1.5667
C 2.8519 -4.6760 0.9965
C 4.3644 -4.4450 1.3844
O 4.7535 -3.9080 0.1706
C 3.9479 -4.2042 -0.7965
O 4.0983 -3.8891 -1.9441
O 2.8265 -4.8073 -0.3249
H 2.7652 -6.7837 1.2337
H 1.2577 -6.0710 1.0459
H 2.2549 -6.0067 2.6513
H 2.3321 -3.7988 1.3817
H 4.8786 -5.3945 1.5333
H 4.4534 -3.8585 2.2989
C 4.3646 2.3953 -1.7395
C 4.7137 2.8134 -0.3642
C 3.9501 3.9360 0.2272
O 3.7481 3.5091 1.5643
C 4.1258 2.2749 1.6958
O 3.8979 1.6189 2.6986
O 4.5368 1.7562 0.5642
H 4.0469 3.3077 -2.2441
H 3.4932 1.7449 -1.8161
H 5.1555 1.9648 -2.3537
H 5.7890 2.9409 -0.2395
H 3.0606 4.0610 -0.3902
H 4.5381 4.8489 0.1325
C 1.7239 -2.0294 5.9066
O 0.6740 -2.7697 6.4860
C -0.3910 -3.2535 5.7456
O -1.3073 -3.9116 6.3284
O -0.4061 -2.7526 4.4611
C -1.4819 -2.9936 3.5902
H 2.3596 -1.7552 6.7485
H 1.4039 -1.1377 5.3675
H 2.1425 -2.7781 5.2341
H -2.3867 -3.2309 4.1498
H -1.2210 -3.6440 2.7553
H -1.6172 -2.0051 3.1512
C -3.3322 -6.4228 -7.6405
O -2.0762 -5.9309 -7.2439
C -1.2954 -6.5738 -6.4169
O -1.5678 -7.6031 -5.7600
O -0.1907 -5.9222 -6.2897
C 0.8081 -6.4297 -5.4567
H -3.7734 -5.8239 -8.4373
H -4.0037 -6.2938 -6.7916
H -3.3873 -7.4766 -7.9136
H 1.7980 -5.9922 -5.5868
H 0.9721 -7.4449 -5.8179
H 0.5407 -6.4567 -4.4004
C -1.1581 2.8900 0.5987
O -1.3344 1.5096 0.1240
C -0.8393 1.2660 -1.1258
O -0.3838 2.0477 -1.9903
O -0.9289 -0.1371 -1.2711
C -0.7457 -0.7756 -2.5018
H -0.1145 3.1184 0.8153
H -1.6660 3.0865 1.5429
H -1.4868 3.6733 -0.0844
H 0.0635 -1.4928 -2.3643
H -0.3915 -0.0963 -3.2771
H -1.6309 -1.2770 -2.8930
C 4.5021 2.1619 10.1091
O 3.4247 1.9224 9.1605
C 2.7296 2.9714 8.5872
O 3.1724 4.1545 8.4974
O 1.6028 2.4088 8.0172
C 0.8870 3.1380 7.1027
H 5.3900 2.6441 9.7002
H 4.7851 1.2105 10.5595
H 4.2519 2.6993 11.0238
H 0.9133 4.2058 7.3200
H -0.1440 2.8161 7.2493
H 1.1975 2.9678 6.0719
C -4.8324 6.5545 4.1490
O -4.6646 5.6979 5.2523
C -5.4350 5.9704 6.2972
O -6.4627 6.6778 6.3443
O -4.7766 5.4983 7.3974
C -5.4958 5.5399 8.6001
H -4.6629 7.5975 4.4163
H -5.8028 6.4449 3.6647
H -3.9938 6.2554 3.5202
H -5.3894 6.4480 9.1936
H -5.1424 4.7131 9.2161
H -6.5768 5.4233 8.5231
*
```

LUMO energy (eV): -0.1322
HOMO level (eV): -10.65
SMILES: C[C@H]1COC(=O)O1.C[C@H]1COC(=O)O1.C[C@H]1COC(=O)O1.C[C@H]1COC(=O)O1.COC(=O)OC.COC(=O)OC.COC(=O)OC.COC(=O)OC.COC(=O)OC
HOMO-LUMO gap (eV): 10.518
Relative energy (zero: lowest compared OMol25 entry of this formula, charge and spin) (kcal per mole): 110.28

=====

Record 4
Here is a cluster of 13 separate species, C48H70F6N2O22 in total in a non-equilibrium geometry from the Open Molecules 2025 dataset. Energies are from the ωB97M-V functional and the def2-TZVPD basis.

Structure (ORCA input):
```
! wB97M-V def2-TZVPD RIJCOSX def2/J DEFGRID3
* xyz 0 1
O -2.3026 4.7527 -2.4784
C -2.0118 3.7951 -3.1480
O -0.8768 3.7081 -3.8879
C -0.8207 2.3551 -4.3711
C -2.2441 1.9045 -4.6732
C -2.9093 2.6014 -3.5004
H -0.4103 1.7794 -3.5496
H -0.1422 2.3708 -5.2278
H -2.2078 0.8192 -4.6946
H -2.5725 2.2938 -5.6399
H -3.0317 1.9680 -2.6208
H -3.9353 3.0056 -3.6686
O 2.5384 0.6050 2.5014
C 2.8487 0.6643 3.6357
O 2.0832 0.2012 4.6377
C 2.7702 0.3315 5.8987
C 3.7360 1.4466 5.6519
C 4.0876 1.3197 4.1853
H 3.2176 -0.6120 6.1904
H 2.1429 0.6630 6.7326
H 4.6550 1.3548 6.2411
H 3.2174 2.3869 5.8621
H 4.9189 0.6154 4.0368
H 4.4557 2.2001 3.6512
O 0.8070 -3.0222 0.5328
C 0.9010 -2.9831 1.6898
O 1.7461 -3.8238 2.3179
C 1.7740 -3.6040 3.7151
C 0.4398 -2.9456 4.0196
C 0.2866 -2.0889 2.7419
H 2.6252 -2.9834 3.9841
H 1.9242 -4.5740 4.2018
H 0.4427 -2.4120 4.9726
H -0.4157 -3.6192 4.0443
H 0.8071 -1.1484 2.8090
H -0.7763 -1.9677 2.5187
O -2.9151 -0.7120 2.8939
C -4.0851 -0.5687 2.6678
O -4.9357 -0.3068 3.6911
C -6.3197 -0.3792 3.1832
C -6.1589 -0.1246 1.6735
C -4.8613 -0.7721 1.3787
H -6.9039 0.4114 3.6855
H -6.6543 -1.4234 3.2874
H -6.1103 0.9016 1.3513
H -6.9268 -0.6664 1.1275
H -4.2464 -0.4905 0.5259
H -4.9301 -1.8631 1.4069
O -4.0130 2.6947 3.5586
C -2.9526 2.2959 3.8824
O -1.9082 2.2832 3.0229
C -0.7144 1.8159 3.6747
C -1.2390 1.0246 4.9259
C -2.5246 1.8054 5.2061
H 0.0037 2.6137 3.8475
H -0.2060 1.0995 2.9962
H -0.4818 1.0623 5.7446
H -1.4659 -0.0037 4.6121
H -2.4386 2.6382 5.8835
H -3.2971 1.2153 5.7441
O -0.3930 -0.7601 -3.2469
C -0.9339 -1.8931 -3.3843
O -1.9238 -2.1468 -4.2337
C -2.2077 -3.5850 -4.1919
C -1.3056 -4.2345 -3.1082
C -0.4652 -3.0930 -2.6518
H -2.1537 -4.0313 -5.1916
H -3.1661 -3.7760 -3.7339
H -0.7078 -5.0429 -3.5373
H -1.9290 -4.6651 -2.3220
H 0.5853 -3.2953 -2.9115
H -0.4391 -2.9645 -1.5695
O -4.1964 -3.7364 -1.1024
C -4.5340 -2.7197 -1.6389
O -3.7077 -1.6810 -1.8568
C -4.3264 -0.6056 -2.6234
C -5.6419 -1.1152 -3.0847
C -5.9455 -2.3300 -2.1520
H -3.6462 -0.3785 -3.4382
H -4.4703 0.3139 -2.0217
H -5.5529 -1.5292 -4.0858
H -6.3638 -0.3082 -3.1677
H -6.4762 -3.1366 -2.6496
H -6.4847 -1.9188 -1.2898
O -0.3541 6.4892 3.2117
C 0.1785 5.8938 2.3161
O 0.3676 4.5723 2.3615
C 0.8407 4.0234 1.1105
C 1.5818 5.2100 0.4405
C 0.7715 6.3623 0.9922
H -0.0153 3.6904 0.5316
H 1.5446 3.2465 1.2797
H 1.6048 5.1447 -0.6489
H 2.6033 5.2416 0.8052
H 0.0018 6.5983 0.2763
H 1.2869 7.3177 1.1588
O 1.3300 1.6886 -1.6474
C 0.4076 1.1904 -1.0277
O -0.7875 1.7653 -1.0496
C -1.6827 1.1013 -0.0865
C -1.1373 -0.3308 -0.0090
C 0.3768 -0.0778 -0.2304
H -2.7029 1.2436 -0.4666
H -1.5682 1.6642 0.8485
H -1.3821 -0.9029 -0.9344
H -1.4491 -0.9057 0.8392
H 0.8324 -0.9573 -0.6880
H 0.9676 0.1104 0.6949
C -3.6891 4.4685 0.6954
C -4.3777 3.2775 0.2878
N -4.9529 2.3521 -0.1160
H -4.1934 4.9191 1.5475
H -3.6116 5.1114 -0.1681
H -2.6793 4.1664 1.0939
C 4.1812 1.8463 -0.6524
C 4.6970 2.5925 0.4775
N 5.0421 3.2730 1.3269
H 4.9857 1.2331 -1.0920
H 3.8200 2.5652 -1.3884
H 3.3322 1.2375 -0.3345
C 3.3708 0.8757 -4.0979
C 2.7535 -0.5057 -3.9647
O 3.8011 -1.3916 -4.5062
C 3.5446 -2.6934 -4.5279
O 2.5933 -3.2180 -4.0030
C 4.6022 -3.5148 -5.3281
F 5.8459 -2.9382 -5.1704
F 4.6435 -4.7767 -5.0288
F 4.3576 -3.4652 -6.6294
H 3.5124 1.3160 -5.0867
H 4.3365 0.8764 -3.6024
H 2.6843 1.4730 -3.4726
H 1.8294 -0.5596 -4.5177
H 2.4905 -0.6762 -2.9575
C 3.8638 -2.1300 0.0038
C 5.0605 -2.5393 -0.8237
O 5.5587 -3.7901 -0.4399
C 6.5456 -4.2651 -1.1913
O 7.1321 -3.7013 -2.0191
C 7.0426 -5.5423 -0.7666
F 7.1028 -6.3735 -1.8121
F 8.3211 -5.3840 -0.3114
F 6.3613 -6.2039 0.2309
H 4.1937 -1.4765 0.8066
H 3.3864 -3.0096 0.5099
H 3.1055 -1.7823 -0.6637
H 5.8271 -1.7648 -0.5859
H 4.8648 -2.5374 -1.8901
*
```

LUMO energy (eV): 0.2913
HOMO level (eV): -10.09
HOMO-LUMO gap (eV): 10.383

=====

Record 5
Here is an isolated molecule of C3H5P in a non-equilibrium geometry from the Open Molecules 2025 dataset. Energies are from the ωB97M-V functional and the def2-TZVPD basis.

Structure (ORCA input):
```
! wB97M-V def2-TZVPD RIJCOSX def2/J DEFGRID3
* xyz 0 1
C 2.4465 0.1970 -0.1300
P 0.9402 -0.4015 0.3302
C -0.4609 0.0876 -0.2324
C -1.8781 -0.1463 0.0237
H 2.3819 1.2719 0.0801
H 3.4194 -0.3299 -0.0954
H -2.2598 -0.6992 -0.8576
H -2.4494 0.7263 -0.1139
H -2.1398 -0.7058 0.9953
*
```

LUMO energy (alpha / beta) (eV): -0.7516 / -1.0021
HOMO level (alpha / beta) (eV): -7.99 / -7.87
SMILES: C=P#CC
HOMO-LUMO gap (alpha / beta) (eV): 7.235 / 6.870
Relative energy (zero: lowest compared OMol25 entry of this formula, charge and spin) (kcal per mole): 71.18

=====

Record 6
Here is a structure of composition C25H44I2NO5PSSbV in a non-equilibrium geometry from the Open Molecules 2025 dataset. Energies are from the ωB97M-V functional and the def2-TZVPD basis.

Structure (ORCA input):
```
! wB97M-V def2-TZVPD RIJCOSX def2/J DEFGRID3
* xyz 2 3
V 0.6596 -0.1192 -0.1788
I -0.6248 -2.1892 3.3280
C -1.2352 -0.1835 3.1536
C -1.7418 0.5383 4.2338
C -2.0798 1.8651 4.0923
I -2.8869 2.8838 5.7517
C -1.8741 2.5385 2.8583
C -2.0961 3.9084 2.6156
C -1.8273 4.4335 1.3763
C -1.3154 3.6005 0.3714
N -1.0714 2.3254 0.5586
C -1.3640 1.7962 1.7637
C -1.0581 0.4119 1.9204
O -0.4971 -0.1640 0.8964
H -1.8494 0.0475 5.1871
H -2.4709 4.5339 3.4107
H -1.9968 5.4761 1.1634
H -1.0870 3.9914 -0.6116
C -0.8221 -5.0304 0.2370
C 0.6499 -4.7900 -0.0170
C 1.4706 -5.0832 1.2208
Sb 1.0317 -2.7044 -0.7868
C -0.3679 -2.5486 -2.5130
C -0.3989 -3.7772 -3.4033
C -1.7599 -2.1995 -1.9972
C 3.0982 -2.7170 -1.6315
C 4.0807 -2.8074 -0.4715
C 3.3515 -3.8054 -2.6556
H -0.9539 -6.0597 0.5726
H -1.4270 -4.9062 -0.6585
H -1.1962 -4.3808 1.0276
H 0.9936 -5.3909 -0.8625
H 1.0887 -4.5288 2.0785
H 2.5259 -4.8550 1.0811
H 1.3905 -6.1458 1.4520
H 0.0234 -1.6921 -3.0809
H -0.7911 -4.6409 -2.8697
H 0.5919 -4.0207 -3.7823
H -1.0500 -3.5830 -4.2553
H -2.2141 -3.0381 -1.4712
H -2.4038 -1.9619 -2.8441
H -1.7341 -1.3391 -1.3138
H 3.1742 -1.7260 -2.0962
H 4.1161 -3.8232 -0.0836
H 3.8057 -2.1322 0.3452
H 5.0839 -2.5514 -0.8137
H 3.2094 -4.7955 -2.2257
H 4.3840 -3.7399 -2.9973
H 2.7112 -3.7055 -3.5297
C -1.8436 1.4077 -2.6815
O -0.5247 1.2298 -3.2029
P 0.7201 0.9943 -2.2188
O 1.1638 2.4643 -1.7147
C 1.2060 3.5612 -2.6487
O 1.8753 0.6859 -3.2765
C 1.7379 0.0778 -4.5650
H -2.4785 0.6074 -3.0627
H -2.2255 2.3646 -3.0364
H -1.8435 1.4020 -1.5861
H 1.8222 4.3335 -2.1917
H 0.2021 3.9498 -2.8286
H 1.6434 3.2479 -3.5978
H 1.7983 -1.0100 -4.4805
H 2.5715 0.4416 -5.1638
H 0.7999 0.3739 -5.0313
C 6.0170 1.7200 -0.0073
C 4.8665 0.8930 0.5367
S 3.2631 1.4849 -0.1585
O 2.5074 0.1869 -0.4187
C 2.4547 2.1159 1.3728
C 2.2237 1.0641 2.4435
H 6.9475 1.3959 0.4554
H 5.8850 2.7784 0.2054
H 6.1097 1.5859 -1.0820
H 4.8188 0.9407 1.6201
H 4.9528 -0.1434 0.2190
H 1.5056 2.5181 1.0038
H 3.0776 2.9307 1.7398
H 1.8406 0.1284 2.0089
H 1.4849 1.4339 3.1547
H 3.1276 0.8404 3.0066
*
```

LUMO energy (alpha / beta) (eV): -6.1153 / -5.7114
HOMO level (alpha / beta) (eV): -13.23 / -13.24
HOMO-LUMO gap (alpha / beta) (eV): 7.120 / 7.528
Relative energy (zero: lowest compared OMol25 entry of this formula, charge and spin) (kcal per mole): 65.04

=====

Number 1: total energy -5680.4096 hartree. Number 2: total energy -2266.6844 hartree. Number 3: total energy -3244.9846 hartree. Number 4: total energy -4235.1211 hartree. Number 5: total energy -458.4681 hartree. Number 6: total energy -3928.6195 hartree.